No. 1
{"formula": "C2H2F3N2", "method": "wB97M-V/def2-TZVPD", "e_tot_ev": -13223.8932, "e_lumo_ev": [-6.33, -8.85], "max_force_ev_per_a": 6.6, "homo_lumo_gap_ev": [4.8, 8.9], "multiplicity": 3, "e_above_lowest_kj_mol": 138.9, "total_charge": 1, "s2": 2.02, "molar_mass_g_mol": 111.0, "symbols": ["C", "C", "N", "N", "F", "F", "F", "H", "H"], "xyz": [[-0.5457, 0.1879, -1.4587], [-3.5854, 0.2474, 0.2365], [0.0199, 0.1993, 0.8620], [-0.0617, 0.2076, -0.3798], [-4.7660, 0.0026, 0.5351], [-3.4008, 1.0254, -0.8688], [-2.6443, -0.4492, 0.6824], [-0.4206, 0.2830, -2.5215], [1.0201, 0.2952, 1.2304]], "forces_ev_per_a": [[1.6590, 0.2189, 1.4731], [0.3717, 6.6120, 0.0155], [1.2417, 0.0798, 1.1010], [-1.0707, -0.0274, -1.5051], [-3.1757, -1.8442, -0.0295], [0.2796, -1.8970, 0.1256], [2.3845, -2.9494, -0.1128], [-0.5105, -0.0855, -0.3385], [-1.1796, -0.1072, -0.7293]], "lowdin_spin": [0.328, 0.583, 0.590, 0.079, 0.147, 0.111, 0.142, 0.012, 0.007]}



No. 2
{"formula": "C3H8O3S2", "method": "wB97M-V/def2-TZVPD", "e_tot_ev": -31053.3098, "e_lumo_ev": 0.35, "max_force_ev_per_a": 3.5, "homo_lumo_gap_ev": 9.1, "multiplicity": 1, "e_above_lowest_kj_mol": 98.1, "molar_mass_g_mol": 156.2, "smiles": "O=C(O)CCSS.O", "symbols": ["C", "C", "O", "O", "C", "S", "S", "H", "H", "H", "H", "H", "H", "H", "H", "O"], "xyz": [[0.6070, -0.7398, -0.3523], [-0.5063, -0.9984, -1.3895], [-0.8519, 0.2679, -1.9201], [-1.0144, -1.9419, -1.9288], [0.3681, -1.5739, 0.9768], [1.4140, -0.6601, 2.3364], [0.4683, 0.9367, 2.8793], [1.6042, -1.0289, -0.8140], [0.6973, 0.3049, -0.1573], [-1.7048, 0.2192, -2.4218], [0.7393, -2.5691, 0.8053], [-0.6707, -1.5072, 1.2998], [0.6813, 1.8042, 1.7150], [-0.4151, 3.2330, -0.2876], [-1.1050, 1.9445, -0.5576], [-0.3114, 2.3091, -0.1837]], "forces_ev_per_a": [[0.2179, -2.4429, -0.0307], [-0.1453, 2.0936, -2.1038], [-0.8994, -0.2212, 0.5434], [0.6542, -0.5012, 1.5480], [0.8436, 2.7303, -0.3551], [0.8788, -3.0652, -1.4147], [-1.0510, 2.8345, -1.4176], [-1.2356, 0.0535, 0.4602], [-0.3768, 0.6203, 0.0647], [1.1534, -0.5280, 0.3158], [0.0040, -0.4280, 0.5320], [0.1013, -0.2933, -0.0405], [-0.3148, -1.2477, 1.8297], [0.0029, 1.5732, -0.0711], [-0.3770, -0.6003, -0.3798], [0.5438, -0.5779, 0.5196]], "mulliken_charge": [-0.117, 0.469, -0.476, -0.551, -0.717, -0.082, -0.190, 0.243, 0.145, 0.314, 0.371, 0.385, 0.190, 0.267, 0.289, -0.540]}



No. 3
{"formula": "CH2O3S2", "method": "wB97M-V/def2-TZVPD", "e_tot_ev": -28878.4169, "e_lumo_ev": -1.04, "max_force_ev_per_a": 4.1, "homo_lumo_gap_ev": 7.8, "multiplicity": 1, "e_above_lowest_kj_mol": 292.4, "molar_mass_g_mol": 126.2, "symbols": ["C", "O", "O", "O", "S", "S", "H", "H"], "xyz": [[-0.1139, 0.5903, 0.0105], [1.5298, -1.6083, -0.1910], [0.5953, 0.6294, 1.1687], [-0.7357, 1.5802, -0.5829], [-1.5838, -1.3718, 0.1093], [1.5604, -0.1584, -0.1214], [-0.8429, 2.3273, 0.0820], [-0.4092, -1.9887, -0.4751]], "forces_ev_per_a": [[-0.7778, -3.9013, 0.7661], [0.2299, 0.6221, 0.2931], [-0.3155, 0.2883, -1.0226], [0.2100, 1.6473, 1.4023], [3.4075, 1.4968, -1.1989], [-0.8014, 0.2628, -0.1340], [0.0832, -1.0026, -1.0294], [-2.0360, 0.5866, 0.9233]], "mulliken_charge": [0.378, -0.455, -0.319, -0.418, -0.279, 0.501, 0.395, 0.196]}



No. 4
{"formula": "C4H7NO3", "method": "wB97M-V/def2-TZVPD", "e_tot_ev": -11887.9269, "e_lumo_ev": -1.58, "max_force_ev_per_a": 7.3, "homo_lumo_gap_ev": 7.6, "multiplicity": 1, "e_above_lowest_kj_mol": 709.2, "molar_mass_g_mol": 117.1, "symbols": ["O", "C", "O", "C", "C", "C", "O", "N", "H", "H", "H", "H", "H", "H", "H"], "xyz": [[-0.5464, -2.6408, -0.3790], [-1.0712, -2.7519, 0.7073], [-1.3105, -1.7586, 1.5895], [1.1692, 1.5820, 0.1568], [0.1384, 0.4103, -0.2215], [0.1407, 1.7232, -1.0726], [-0.8266, 2.4861, -0.8417], [2.3871, 1.2466, -0.1694], [-1.3955, -3.7701, 0.9992], [0.9029, 2.2090, 1.0067], [-0.8052, 0.1187, 0.1960], [0.8660, -0.3196, -0.5575], [0.5070, 1.5991, -2.0868], [3.1150, 1.9517, -0.0690], [-0.3777, -1.6516, 1.1659]], "forces_ev_per_a": [[0.1476, 0.6480, 0.9105], [-2.6908, -4.1599, -1.7245], [2.8616, -0.8315, -1.6206], [2.2131, -3.3866, 5.1276], [2.8043, 2.5296, -0.8618], [-6.2444, -2.1017, -3.0812], [1.9045, 0.2468, -0.0836], [-0.7091, 0.9309, -1.2487], [-0.2305, 0.4438, 0.3755], [0.0059, 0.7735, -0.7127], [-0.0769, 0.7588, 0.4413], [-0.5838, -0.2395, -0.4108], [0.9930, 0.5971, -0.0029], [-0.2593, 0.1872, 0.6792], [-0.1353, 3.6036, 2.2126]], "mulliken_charge": [-0.433, 0.148, -0.430, 0.065, -0.883, 0.202, -0.546, -0.619, 0.385, 0.440, 0.373, 0.313, 0.402, 0.236, 0.348]}



No. 5
{"formula": "C35H41ClFN15O4Pd", "method": "wB97M-V/def2-TZVPD", "e_tot_ev": -86202.6554, "e_lumo_ev": [-8.52, -8.52], "max_force_ev_per_a": 0.4, "homo_lumo_gap_ev": [3.0, 3.0], "multiplicity": 1, "e_above_lowest_kj_mol": 25.1, "total_charge": 2, "molar_mass_g_mol": 896.7, "symbols": ["Pd", "N", "C", "N", "N", "N", "N", "C", "N", "N", "N", "N", "H", "F", "C", "C", "C", "C", "O", "C", "C", "N", "C", "C", "C", "C", "C", "C", "N", "C", "C", "N", "C", "C", "C", "O", "O", "H", "H", "H", "H", "H", "H", "H", "H", "H", "H", "H", "H", "H", "H", "H", "H", "H", "H", "C", "C", "C", "C", "C", "O", "C", "C", "C", "C", "C", "C", "Cl", "C", "C", "C", "N", "C", "N", "C", "N", "H", "H", "H", "H", "H", "H", "H", "H", "H", "H", "H", "H", "H", "H", "H", "H", "H", "H", "H", "H", "H", "H"], "xyz": [[-0.8405, 0.0548, 0.2008], [0.3038, 0.5571, 3.3502], [0.6600, 1.4616, 2.3973], [1.3821, 2.5431, 2.6130], [1.4648, 3.1280, 1.4183], [0.8334, 2.4469, 0.5141], [0.3098, 1.3721, 1.1060], [-0.5051, -0.4872, 3.1460], [-0.8759, -1.3494, 4.0707], [-1.6949, -2.1841, 3.4366], [-1.8400, -1.8853, 2.1837], [-1.1047, -0.7888, 1.9375], [0.6615, 0.6927, 4.2903], [-4.4383, 5.5700, -1.3034], [-3.2769, 5.1864, -1.8573], [-2.7763, 3.9655, -1.5232], [-1.5974, 3.5012, -2.1215], [-1.0595, 2.2058, -1.7746], [-1.6942, 1.5187, -0.8978], [0.1031, 1.8004, -2.4345], [0.6896, 2.6495, -3.3433], [0.2344, 3.8658, -3.6347], [0.9389, 4.6842, -4.6107], [1.6720, 5.9061, -4.1371], [2.4339, 4.7005, -4.5976], [-0.9408, 4.3206, -3.0486], [-1.4600, 5.5842, -3.3531], [-2.6315, 6.0418, -2.7756], [-3.1142, 7.3219, -3.1039], [-4.0987, 8.0045, -2.2649], [-4.1909, 9.4694, -2.7158], [-2.8865, 9.8629, -3.3432], [-2.6763, 9.1380, -4.6507], [-3.2283, 7.7161, -4.5007], [0.8081, 0.4959, -2.2341], [1.7108, 0.1753, -2.9652], [0.4217, -0.3198, -1.2722], [-3.3070, 3.3478, -0.8128], [1.5844, 2.3209, -3.8545], [0.4339, 4.7155, -5.5680], [1.6676, 6.0994, -3.0726], [1.6527, 6.7819, -4.7706], [2.9475, 4.1286, -3.8376], [2.9301, 4.7284, -5.5561], [-0.9198, 6.2265, -4.0325], [-3.7762, 7.9483, -1.2266], [-5.1000, 7.5729, -2.3296], [-4.3949, 10.1329, -1.8791], [-4.9568, 9.6224, -3.4735], [-2.1308, 9.6108, -2.7037], [-2.8432, 10.8725, -3.4868], [-1.6068, 9.1470, -4.8504], [-3.1900, 9.6988, -5.4290], [-2.6690, 7.0394, -5.1399], [-4.2735, 7.6733, -4.8269], [0.2437, -6.8744, -2.4915], [-0.5834, -5.6488, -2.9018], [0.3058, -4.4091, -2.7685], [-0.9156, -5.7811, -4.3969], [-1.9046, -5.6004, -2.0549], [-2.7887, -6.6173, -2.5535], [-1.7702, -5.9203, -0.5489], [-0.8512, -5.1530, 0.4133], [-0.8003, -5.8626, 1.7452], [-1.6999, -5.5398, 2.7536], [-1.6815, -6.2087, 3.9686], [-0.7554, -7.2174, 4.1717], [-0.7212, -8.0574, 5.6865], [0.1481, -7.5619, 3.1786], [0.1195, -6.8810, 1.9720], [-2.8218, -4.3904, -2.3468], [-2.6556, -3.1161, -1.6278], [-1.6082, -2.4698, -1.1514], [-2.0228, -1.3071, -0.6570], [-3.3681, -1.2933, -0.8558], [-3.7794, -2.3762, -1.4458], [1.1104, -6.9637, -3.1470], [-0.3174, -7.8067, -2.5858], [0.6107, -6.8013, -1.4673], [1.1961, -4.5519, -3.3819], [0.6599, -4.2340, -1.7520], [-0.1890, -3.5109, -3.1472], [0.0150, -5.8917, -4.9553], [-1.4181, -4.8951, -4.7892], [-1.5429, -6.6435, -4.6049], [-2.3746, -7.4793, -2.4339], [-1.4652, -6.9691, -0.5017], [-2.7855, -5.9028, -0.1418], [-1.2234, -4.1424, 0.5903], [0.1626, -5.0800, 0.0160], [-2.4249, -4.7507, 2.5968], [-2.3771, -5.9490, 4.7543], [0.8655, -8.3513, 3.3546], [0.8334, -7.1454, 1.1992], [-3.8241, -4.7129, -2.0792], [-2.8287, -4.1643, -3.4113], [-0.5903, -2.8061, -1.1758], [-4.0169, -0.4887, -0.5564]], "forces_ev_per_a": [[-0.1771, 0.2142, 0.2448], [0.0445, 0.0310, -0.0494], [0.0100, -0.0507, 0.0525], [0.0259, 0.0575, -0.0860], [0.0669, 0.0579, 0.1429], [-0.0781, -0.0428, -0.1566], [-0.0119, -0.0270, 0.0894], [-0.0757, -0.0995, 0.1306], [0.0209, 0.0593, -0.0733], [-0.0277, -0.0516, 0.0122], [-0.0641, -0.0987, -0.0537], [0.2117, 0.0570, -0.0666], [0.0042, 0.0212, -0.0001], [-0.0085, 0.0165, 0.0033], [0.0082, -0.0338, 0.0101], [0.0168, 0.0109, -0.0131], [-0.0377, -0.0226, 0.0179], [-0.0203, 0.0599, 0.0049], [0.0912, -0.0369, -0.1345], [0.0461, -0.0748, 0.0254], [0.0055, -0.0033, 0.0094], [0.0012, 0.0234, -0.0072], [-0.0057, 0.0084, -0.0236], [-0.0030, -0.0133, 0.0072], [-0.0008, -0.0026, 0.0098], [-0.0125, -0.0029, 0.0235], [0.0210, 0.0030, -0.0273], [-0.0048, 0.0447, -0.0265], [-0.0042, -0.0206, 0.0449], [0.0090, -0.0092, -0.0120], [-0.0446, -0.0448, 0.0347], [-0.0123, 0.0248, -0.0054], [0.0185, -0.0524, -0.0374], [-0.0158, -0.0071, 0.0250], [-0.0833, 0.1194, -0.0536], [0.0524, -0.0703, 0.0112], [0.0287, -0.0747, 0.0291], [-0.0045, -0.0018, -0.0013], [0.0010, 0.0079, -0.0016], [0.0038, 0.0025, -0.0018], [0.0024, 0.0034, 0.0016], [-0.0033, 0.0031, 0.0000], [0.0029, -0.0006, -0.0001], [0.0005, -0.0028, -0.0025], [0.0088, -0.0074, 0.0013], [-0.0073, 0.0163, 0.0000], [-0.0020, 0.0034, -0.0018], [0.0154, 0.0083, -0.0051], [0.0166, 0.0185, -0.0124], [0.0017, 0.0092, -0.0080], [0.0141, -0.0080, 0.0059], [0.0008, 0.0174, 0.0074], [-0.0041, 0.0160, 0.0126], [-0.0025, 0.0125, -0.0092], [0.0056, -0.0045, -0.0107], [0.0023, 0.0212, 0.0238], [-0.0202, -0.0306, -0.0316], [0.0150, 0.0014, 0.0171], [0.0108, 0.0039, 0.0194], [-0.0147, -0.0556, 0.0194], [-0.0048, 0.0153, -0.0175], [0.0047, 0.0268, 0.0168], [-0.0255, -0.0185, -0.0058], [0.0051, 0.0211, -0.0221], [-0.0020, -0.0356, 0.0259], [-0.0295, 0.0227, -0.0108], [0.0067, 0.0012, -0.0191], [-0.0001, -0.0006, 0.0051], [0.0168, -0.0144, -0.0108], [0.0157, 0.0095, 0.0147], [0.0198, -0.0220, -0.0412], [-0.0418, -0.0349, 0.1072], [0.0191, 0.0654, -0.1152], [-0.0423, -0.0357, -0.0728], [0.0304, -0.0151, 0.0438], [-0.0415, -0.0431, 0.0009], [-0.0014, 0.0022, -0.0012], [0.0022, -0.0110, 0.0010], [0.0054, -0.0089, -0.0012], [-0.0014, 0.0131, -0.0154], [0.0030, -0.0062, -0.0114], [0.0055, -0.0070, -0.0133], [-0.0011, 0.0098, -0.0027], [-0.0178, 0.0014, 0.0024], [0.0044, -0.0094, -0.0088], [-0.0011, 0.0077, 0.0090], [-0.0171, -0.0005, 0.0066], [0.0019, 0.0060, -0.0034], [0.0298, -0.0069, -0.0057], [-0.0103, 0.0107, 0.0039], [-0.0063, 0.0246, 0.0056], [-0.0018, -0.0018, 0.0011], [0.0038, 0.0020, -0.0001], [0.0028, -0.0065, 0.0035], [-0.0146, 0.0351, -0.0039], [0.0526, 0.0058, -0.0057], [-0.0039, -0.0053, 0.0103], [-0.0029, -0.0004, 0.0049]], "mulliken_charge": [0.525, -0.028, 0.367, -0.396, -0.610, -0.298, 0.878, 0.273, -0.642, -0.290, -0.494, 0.441, 0.255, -0.331, 0.139, -0.420, 1.040, 1.761, -1.085, 0.271, -0.728, 0.310, -0.351, -0.438, -1.034, -0.358, -0.746, -1.131, 0.225, -0.713, -0.780, -0.139, -0.740, -0.700, 0.162, -0.648, -0.445, 0.619, 0.861, 0.491, 0.254, 0.312, 0.375, 0.263, 0.838, 0.527, 0.404, 0.394, 0.367, 0.383, 0.347, 0.435, 0.378, 0.478, 0.330, -1.772, 1.932, -1.898, -1.815, 1.792, -0.691, -1.467, 1.380, -0.496, -0.101, -0.967, 0.385, -0.201, -0.951, 0.005, -1.776, 1.206, -0.539, 0.372, -0.679, -1.202, 0.502, 0.399, 0.295, 0.573, 0.261, 0.364, 0.483, 0.386, 0.365, 0.564, 0.568, 0.226, -0.606, 0.276, 0.365, 0.416, 0.430, 0.367, 0.517, 0.211, 0.880, 0.483]}



No. 6
{"formula": "C2H3BrFNO2", "method": "wB97M-V/def2-TZVPD", "e_tot_ev": -80461.7367, "e_lumo_ev": [0.09, -2.32], "max_force_ev_per_a": 5.6, "homo_lumo_gap_ev": [11.1, 5.2], "multiplicity": 1, "e_above_lowest_kj_mol": 252.8, "molar_mass_g_mol": 172.0, "symbols": ["C", "C", "N", "O", "O", "F", "Br", "H", "H", "H"], "xyz": [[0.3892, -1.0690, -0.7248], [-0.6762, -1.0427, 0.2384], [0.3298, 2.7298, 0.8261], [0.3780, 3.1804, -0.2516], [0.0882, 1.5606, 1.1334], [-1.9326, -0.8038, -0.1809], [-0.5274, -1.6564, 1.9634], [0.1984, -0.2274, -1.4339], [1.4152, -0.8037, -0.2621], [0.3373, -1.8678, -1.3079]], "forces_ev_per_a": [[1.7878, 5.1230, 1.3196], [-0.8832, 0.7543, 1.0743], [-0.6590, -3.1255, 0.3115], [0.2224, 1.2327, -0.7297], [0.4063, 1.8261, 0.4241], [0.3489, -0.2456, 0.0173], [-0.1139, -0.2485, 0.2862], [0.0866, -0.3189, 0.4212], [-1.6919, -0.9861, -0.7034], [0.4959, -4.0116, -2.4211]], "mulliken_charge": [-0.819, 0.281, 0.641, -0.363, -0.317, -0.245, -0.091, 0.253, 0.284, 0.376]}



Q: Which of these has the highest multiplicity?
A: C2H2F3N2



Q: Number 4 is which compound?
A: C4H7NO3



Q: What is the multiplicity in the second record?
A: 1